DFT (ωB97M-V with the def2-TZVPD basis set) results for C21H16BCl2MgN9OSe3Te as an isolated structure in a non-equilibrium geometry.

CARTESIAN COORDINATES (ANGSTROEM)
Mg1 0.10775 -0.04476 -0.06565
C1 -2.57186 1.99307 -2.67349
C2 -2.09036 1.74372 -1.38098
N1 -1.02757 0.95189 -1.42544
N2 -0.81294 0.65660 -2.74028
C3 -1.72872 1.28791 -3.50471
B1 0.44217 -0.19424 -3.11273
N3 1.65737 0.60618 -2.56028
C4 2.59437 1.36049 -3.17465
C5 3.32583 2.01355 -2.20597
C6 2.74664 1.60808 -0.99250
N4 1.74236 0.77433 -1.21020
N5 0.42082 -1.59988 -2.43464
C7 0.29595 -2.81068 -3.01643
C8 0.34270 -3.76782 -2.02505
C9 0.50107 -3.04154 -0.83302
N6 0.55283 -1.74360 -1.08787
N7 0.54405 -0.44921 -4.62666
C10 1.65710 -0.68571 -5.36565
C11 1.26419 -1.15308 -6.59454
C12 -0.14197 -1.19030 -6.51104
N8 -0.56941 -0.78208 -5.32688
H1 -3.42044 2.59065 -2.96135
H2 -2.45159 2.10648 -0.43136
H3 -1.72301 1.20012 -4.57576
H4 2.67128 1.41337 -4.24793
H5 4.16027 2.68052 -2.35335
H6 3.02294 1.87226 0.01883
H7 0.18433 -2.92920 -4.08365
H8 0.26684 -4.83644 -2.14594
H9 0.58898 -3.39773 0.18271
H10 2.64783 -0.53401 -4.96786
H11 1.89229 -1.42045 -7.42968
H12 -0.85583 -1.50680 -7.25900
Cl1 -1.76587 -1.09712 3.88946
C13 -2.73128 -1.66283 2.55859
C14 -3.92310 -2.33673 2.84037
C15 -4.70930 -2.79780 1.82601
Cl2 -6.20972 -3.61738 2.21643
C16 -4.32655 -2.61740 0.47983
C17 -5.08694 -3.07134 -0.62127
C18 -4.63127 -2.86686 -1.88986
C19 -3.39615 -2.21243 -2.07097
N9 -2.67133 -1.76799 -1.07628
C20 -3.10728 -1.93763 0.19532
C21 -2.27329 -1.39838 1.26030
O1 -1.19570 -0.73259 1.06186
H13 -4.21728 -2.48246 3.87029
H14 -6.02692 -3.57612 -0.43892
H15 -5.20062 -3.19900 -2.75010
H16 -2.99718 -2.05690 -3.07112
Se1 1.91243 -0.88608 1.91286
Se2 3.08671 0.78232 2.90191
Te1 1.46110 2.62061 3.51046
Se3 -0.10092 2.67943 1.68628

Calculated values
DFT total energy   -272003.0477 eV
Total charge   -1
HOMO-LUMO gap (alpha / beta)   6.482 / 4.886 eV
2S+1   2
Strongest force on any atom   1.664 eV/Å
HOMO level (alpha / beta)   -4.2 / -4.1 eV

Results of the Löwdin charge analysis, in e, for atoms 1 through 2: number 1, Mg, carries 0.196; number 2, C, carries -0.055